Entry 1:
The following is a quantum chemistry calculation of a structure of composition C43H43ClN2O2P2SZr at a distorted geometry, from the Open Molecules 2025 dataset.

```
95
Properties=species:S:1:pos:R:3:forces:R:3
Zr 0.260261 0.145566 0.722030 -0.83 -0.46 -0.79
C 2.126591 -7.078790 1.247635 0.00 0.00 0.00
C 1.957125 -6.410025 2.454624 0.00 -0.03 0.02
C 1.609293 -5.067831 2.465479 0.02 -0.07 0.06
C 1.433664 -4.393246 1.260400 -0.05 0.04 -0.25
C 1.595761 -5.065845 0.049256 0.04 -0.08 0.06
C 1.947649 -6.409627 0.044209 -0.03 0.07 0.02
P 1.057208 -2.626440 1.222938 -0.15 0.19 0.59
C 0.039638 -2.320304 2.715879 0.18 -0.32 0.08
C -1.180875 -3.005265 2.812381 -0.12 0.10 0.04
C -2.016137 -2.791872 3.893152 0.04 0.05 0.01
C -1.648275 -1.884009 4.891543 -0.13 -0.11 -0.04
C -0.448225 -1.206888 4.802290 0.06 0.07 -0.02
C 0.400775 -1.427531 3.718279 -0.01 0.00 0.08
C 2.554984 -1.663018 1.501437 -0.01 -0.17 -0.22
C 3.736981 -2.148464 2.052647 0.13 -0.01 -0.06
C 4.831474 -1.305874 2.119617 0.07 0.02 0.03
C 4.727568 0.007250 1.661187 0.06 -0.05 0.02
C 3.523898 0.490561 1.176968 -0.05 -0.08 -0.04
C 2.399072 -0.340277 1.060991 0.59 -0.31 0.43
H 2.394978 -8.128360 1.247230 -0.01 0.06 0.00
H 2.096834 -6.936840 3.390709 -0.01 0.02 -0.05
H 1.472970 -4.550056 3.407799 0.00 -0.01 -0.01
H 1.449867 -4.538994 -0.887056 0.00 0.00 -0.01
H 2.076479 -6.933748 -0.894661 -0.01 0.03 0.04
H -1.452629 -3.740364 2.057402 0.00 0.04 0.04
H -2.943496 -3.345391 3.977869 0.03 0.02 0.01
H -2.294870 -1.734458 5.749581 0.04 -0.02 -0.06
H -0.148100 -0.522023 5.586845 0.00 -0.03 -0.05
H 1.355483 -0.923709 3.680190 0.10 0.06 -0.01
H 3.806959 -3.171698 2.401697 0.00 -0.01 -0.02
H 5.766290 -1.663582 2.532711 -0.02 0.02 -0.02
H 5.590631 0.660717 1.714162 -0.04 -0.02 0.00
H 3.459595 1.536234 0.901456 -0.02 0.07 -0.01
N -1.580682 -1.253355 -0.328622 0.49 0.01 -0.12
C -1.418453 -1.594418 -1.714256 -0.05 0.09 0.19
C -2.438080 -2.045516 -2.495195 -0.20 -0.13 -0.14
C -2.212497 -2.370365 -3.852207 -0.11 -0.01 0.06
C -0.961580 -2.264631 -4.381394 0.06 -0.01 -0.05
C 0.109362 -1.788974 -3.586279 0.00 -0.03 -0.13
C 1.426851 -1.663887 -4.080732 -0.02 -0.06 -0.16
C 2.399210 -1.168715 -3.268878 0.14 0.05 0.03
C 2.061587 -0.756891 -1.968160 -0.17 -0.07 0.04
N 0.847676 -0.858458 -1.454515 0.20 0.02 -0.26
C -0.128205 -1.413565 -2.253016 0.14 0.16 0.16
H -2.552865 -1.136269 -0.079202 -0.10 0.21 0.04
H -1.239790 -2.033184 0.232812 -0.06 -0.15 0.06
H -3.428601 -2.177128 -2.068005 0.08 0.00 -0.04
H -3.035155 -2.729889 -4.457336 0.03 0.02 0.04
H -0.768027 -2.542189 -5.411368 -0.01 0.02 0.06
H 1.647149 -1.968950 -5.098343 -0.03 0.03 0.06
H 3.422395 -1.066855 -3.604624 -0.03 0.00 0.02
H 2.819961 -0.331191 -1.328274 0.05 0.03 0.07
C -3.470830 1.865090 0.632469 -0.16 0.06 -0.13
P -2.626211 1.422994 2.140605 0.04 -0.50 0.16
C -3.799097 0.749462 3.295803 -0.13 -0.15 0.10
C -2.102872 2.967355 2.885619 0.22 0.11 -0.13
O -1.584140 0.326897 1.836238 -0.24 0.68 0.05
H -4.256757 2.596569 0.837542 0.05 -0.05 -0.03
H -3.920705 0.980077 0.182059 -0.02 0.02 -0.02
H -2.748941 2.302990 -0.058112 -0.02 0.00 -0.06
H -4.568498 1.483263 3.541205 0.02 -0.07 -0.02
H -3.246546 0.486183 4.200413 -0.07 -0.01 0.00
H -4.261493 -0.152105 2.893326 0.01 0.01 0.03
H -1.396186 2.722874 3.677629 0.05 -0.01 0.05
H -3.014542 3.339325 3.364165 0.06 0.03 0.04
H -1.090228 4.830919 2.500168 -0.04 -0.01 -0.02
O 0.022153 1.703130 -0.628687 -0.06 0.11 -0.48
S 0.752320 2.192286 -1.921132 -0.12 0.05 0.11
C 1.145047 3.874208 -1.630788 0.05 -0.01 0.05
C 2.482086 4.225910 -1.760428 0.03 0.05 0.07
C 2.841321 5.552459 -1.552522 0.01 0.01 0.01
C 1.870867 6.481981 -1.207755 0.00 -0.01 0.00
C 0.533104 6.105875 -1.074032 0.01 0.04 0.01
C 0.157617 4.795412 -1.293183 0.02 0.08 -0.01
C -0.563922 2.347460 -3.111538 -0.11 -0.11 0.13
C -1.717406 1.593912 -2.953440 0.02 0.11 -0.07
C -2.706574 1.674089 -3.924630 0.02 0.00 -0.02
C -2.526456 2.487434 -5.034931 -0.02 -0.02 0.00
C -1.358591 3.227408 -5.179747 -0.02 0.02 -0.03
C -0.365015 3.164240 -4.216687 0.07 0.00 -0.05
H 3.228606 3.480920 -2.016914 -0.07 0.05 0.01
H 3.876315 5.853978 -1.654073 -0.06 -0.01 0.01
H 2.153977 7.514884 -1.042226 -0.02 -0.07 -0.01
H -0.214831 6.842799 -0.809206 0.05 -0.02 -0.01
H -0.880627 4.493797 -1.217786 0.04 -0.01 0.00
H -1.848265 0.969600 -2.083301 0.00 -0.03 0.04
H -3.617430 1.098577 -3.813588 0.03 0.03 0.00
H -3.300358 2.548587 -5.790245 0.05 0.00 0.04
H -1.221466 3.864797 -6.042640 -0.01 -0.01 0.00
H 0.542217 3.748970 -4.327920 -0.07 -0.04 0.02
Cl 0.914817 1.814712 2.302363 0.14 0.40 0.28
C -1.537411 4.019493 1.925993 -0.03 0.04 0.01
H -2.327063 4.448343 1.305053 0.03 -0.02 0.02
H -0.757661 3.611475 1.283579 -0.05 0.01 0.04
```
Positions in Å, forces in eV/Å.

Summary:
HOMO-LUMO gap = 0.281 hartree
total energy = -95572.9923 eV
energy above the lowest of the compared OMol25 structures with the same formula, charge and spin = 29.39 kcal per mole
total charge = +2

Entry 2:
The following is a quantum chemistry calculation of a structure of composition C43H43CoN5O5, from the Open Molecules 2025 dataset.

```
97
Properties=species:S:1:pos:R:3:forces:R:3
Co 0.414654 0.107849 -1.191427 0.44 -0.57 -0.35
O 1.453268 -2.437184 -3.803995 -0.05 0.09 -0.13
C 1.642340 -1.515814 -3.058858 -0.21 0.07 0.12
O 0.803025 -0.492423 -2.903764 0.20 -0.06 0.01
C 2.863311 -1.420453 -2.194091 0.16 0.21 0.11
C 3.892276 -2.367319 -2.344792 -0.16 -0.04 -0.05
C 4.985895 -2.253633 -1.545277 0.14 -0.07 0.07
C 5.101509 -1.147540 -0.675386 0.04 0.03 0.02
C 6.263918 -0.921494 0.104444 0.00 -0.08 -0.06
C 6.404312 0.232406 0.816014 0.00 0.07 0.04
C 5.396711 1.222922 0.758367 0.05 0.01 0.03
C 4.248020 1.007013 0.055695 -0.17 0.05 0.00
C 4.050555 -0.199209 -0.648505 -0.17 -0.09 -0.10
N 2.890294 -0.404298 -1.362116 0.33 -0.09 0.02
H 3.767294 -3.152576 -3.075403 0.00 -0.03 0.02
H 5.792624 -2.977203 -1.594470 -0.04 0.04 0.01
H 7.048412 -1.671492 0.096340 -0.06 0.07 0.00
H 7.298315 0.408142 1.402301 -0.05 0.00 -0.05
H 5.544043 2.172485 1.259991 -0.03 -0.04 0.01
H 3.500039 1.780665 -0.026796 0.03 -0.02 0.04
C -0.404026 -5.001517 3.567654 0.02 0.02 -0.01
C -1.428269 -4.649753 2.485348 0.02 -0.01 -0.03
C -2.708822 -4.142486 3.162910 0.00 0.06 0.02
C -1.740884 -5.910365 1.658639 -0.02 -0.01 0.00
C -0.891696 -3.597347 1.524634 -0.08 -0.05 -0.03
C 0.451330 -3.250371 1.462419 0.07 -0.05 0.03
C 0.875647 -2.293857 0.561947 -0.12 0.03 -0.09
N 0.031927 -1.680190 -0.273773 0.14 0.14 0.21
C -1.267673 -2.047084 -0.278759 0.06 0.10 -0.10
C -1.748638 -2.978271 0.606637 -0.09 -0.18 0.09
C -2.085732 -1.404025 -1.334149 0.14 0.05 0.08
C -3.327897 -1.845878 -1.729294 -0.16 -0.12 0.02
C -3.988933 -1.230989 -2.792762 -0.07 0.00 -0.02
C -3.326275 -0.182256 -3.422981 -0.03 -0.02 -0.05
C -2.079787 0.210282 -2.974773 0.05 -0.01 0.10
N -1.485028 -0.383766 -1.946390 -0.05 0.46 0.14
C -5.370339 -1.722312 -3.211343 0.01 0.00 0.02
C -5.908901 -0.956093 -4.419575 0.02 0.02 -0.02
C -6.334594 -1.525245 -2.029712 0.01 0.01 0.01
C -5.285671 -3.214111 -3.570066 0.02 -0.02 -0.01
H -0.863154 -5.678327 4.289765 0.03 0.01 -0.03
H -0.066921 -4.112044 4.107610 -0.03 -0.07 -0.02
H 0.468758 -5.511343 3.151466 -0.05 0.05 0.03
H -3.057864 -4.886494 3.881308 0.01 0.03 -0.04
H -3.518621 -3.972233 2.450131 0.05 -0.01 0.05
H -2.523671 -3.209801 3.702668 -0.02 -0.06 -0.02
H -2.078080 -6.711599 2.321160 0.00 0.06 -0.05
H -0.851753 -6.258419 1.127057 -0.05 0.00 0.03
H -2.527480 -5.722026 0.922711 0.05 -0.02 0.05
H 1.185319 -3.695093 2.120034 -0.06 0.02 -0.05
H 1.913336 -2.007332 0.503084 0.02 0.12 0.06
H -2.800886 -3.228244 0.585953 0.07 0.00 0.02
H -3.780008 -2.689129 -1.224398 0.02 0.04 -0.04
H -3.758036 0.332091 -4.269455 0.00 -0.01 0.05
H -1.538377 1.018751 -3.453796 -0.02 -0.06 0.05
H -6.019559 0.110896 -4.207645 0.01 -0.07 -0.02
H -6.895423 -1.344496 -4.678353 0.04 0.02 0.00
H -5.265087 -1.077873 -5.294952 -0.04 0.02 0.05
H -6.388808 -0.472324 -1.741559 -0.01 -0.06 -0.01
H -6.027098 -2.103443 -1.154660 -0.03 0.03 -0.05
H -7.336645 -1.853908 -2.314436 0.06 0.01 0.02
H -4.577780 -3.380839 -4.386027 -0.05 0.00 0.05
H -6.267229 -3.568488 -3.892789 0.05 0.01 0.03
H -4.975072 -3.824174 -2.718182 -0.03 0.04 -0.06
O -1.948716 1.679311 -0.295626 -0.08 0.24 0.15
H -1.626034 2.497852 -0.704724 0.00 -0.07 0.03
H -2.000418 1.899902 0.642951 -0.05 0.01 -0.06
O 1.610233 0.001758 1.957053 0.09 0.07 -0.13
C 1.489870 1.101939 1.461441 -0.41 0.11 0.00
N 1.786757 2.294654 2.037467 -0.09 0.21 -0.13
C 1.466857 3.456518 1.206256 0.17 -0.03 0.08
C 0.884184 2.728836 -0.014246 0.00 -0.12 -0.20
O 0.416540 3.276497 -0.996095 -0.02 -0.27 0.06
N 0.946125 1.373084 0.183158 -0.03 0.13 -0.13
C 2.749615 4.232847 0.868106 -0.07 -0.06 0.11
C 3.191055 4.467111 -0.427579 -0.01 0.02 0.01
C 4.392857 5.137285 -0.647100 -0.02 0.00 0.01
C 5.155045 5.582008 0.420527 -0.01 -0.01 0.00
C 4.709773 5.364345 1.720713 -0.01 -0.02 0.03
C 3.517099 4.694995 1.939722 -0.05 -0.02 0.01
C 0.379486 4.338473 1.831126 0.08 -0.11 0.13
C -0.644922 3.743156 2.567021 -0.03 0.00 -0.02
C -1.620260 4.519968 3.177143 0.02 -0.05 -0.04
C -1.582874 5.902849 3.054185 -0.02 0.00 0.00
C -0.584911 6.497511 2.297898 0.03 0.00 -0.04
C 0.391793 5.719915 1.686002 -0.02 0.00 -0.07
H 2.062620 2.352161 3.001909 0.07 -0.04 0.02
H 2.600652 4.144506 -1.274844 0.00 0.00 0.01
H 4.726348 5.314341 -1.662790 -0.02 -0.02 0.05
H 6.088930 6.102620 0.245497 -0.05 -0.02 0.01
H 5.290025 5.721763 2.564244 -0.04 -0.03 -0.07
H 3.167244 4.545249 2.958123 0.05 0.02 -0.08
H -0.674807 2.663039 2.678237 0.05 0.04 0.07
H -2.403685 4.045039 3.756322 0.05 0.03 -0.02
H -2.329218 6.512940 3.548382 0.02 -0.03 -0.05
H -0.557861 7.575009 2.185499 0.00 -0.06 0.01
H 1.164181 6.193200 1.092442 -0.01 0.00 0.06
```
Positions in Å, forces in eV/Å.

Summary:
HOMO-LUMO gap (alpha / beta) = 0.309 / 0.233 hartree
total energy = -100601.9760 eV
total charge = +1
multiplicity = 5
expectation value of S² = 6.012